# 1
DFT (ωB97M-V/def2-TZVPD) results for a molecular structure, C65H52As2IrN4O2P.

Each line ends with the Löwdin charge.
Cartesian coordinates (Å):
C  6.26  0.39  -2.37  -0.009
C  -0.45  5.23  -3.55  -0.051
H  7.16  0.05  -2.87  0.130
N  -1.87  -2.18  4.63  0.204
C  0.61  5.65  -4.34  -0.055
C  0.08  -5.06  -4.31  -0.046
C  1.55  3.44  -4.26  -0.119
C  0.76  0.44  -7.15  -0.042
C  -3.83  -1.82  6.12  -0.170
H  2.69  -3.62  2.46  0.130
H  0.19  0.70  -8.03  0.122
H  -0.14  -5.27  -6.43  0.121
H  2.84  -2.24  0.42  0.118
C  2.19  5.45  -1.55  -0.059
N  -3.25  -0.51  4.11  0.204
H  -1.01  2.47  -0.87  0.077
H  3.12  3.64  -2.18  0.097
C  -2.12  -0.45  -2.42  -0.378
C  2.25  -0.16  -4.88  -0.098
C  2.04  3.38  -0.33  -0.345
Ir  0.97  -0.02  -0.94  0.893
H  -1.24  5.93  -3.28  0.122
C  -0.76  -2.45  -4.67  -0.106
H  -1.11  -1.44  -4.83  0.079
H  0.72  -3.42  3.94  0.135
H  0.25  -4.03  -0.32  0.096
C  -2.82  -2.59  -0.09  -0.085
H  0.18  -4.62  -2.23  0.085
N  1.06  -1.25  0.76  -0.058
H  -2.54  -3.38  6.92  0.107
C  -3.37  -3.43  0.87  -0.046
H  5.08  3.11  -0.72  0.118
C  2.49  1.25  4.01  -0.049
H  -2.17  1.66  -2.91  0.068
H  2.43  5.07  -5.31  0.124
H  2.87  -0.37  -4.03  0.065
C  1.41  6.08  -0.59  -0.037
C  -2.63  -4.48  1.39  -0.047
C  3.96  1.29  -1.04  -0.275
H  7.08  2.30  -1.87  0.131
C  3.75  1.75  4.33  -0.038
C  -1.37  -1.61  3.50  -0.124
C  -2.01  0.27  2.09  -0.053
C  -0.22  -4.60  -5.58  -0.041
H  2.32  2.74  -4.57  0.112
C  -0.20  -1.87  2.73  -0.061
C  5.14  -0.43  -2.32  0.019
C  1.99  -2.13  1.09  -0.087
H  -7.26  -1.05  9.85  0.102
C  2.50  4.11  -1.43  -0.101
C  6.21  1.65  -1.80  0.001
C  -1.33  -4.69  0.95  -0.056
H  1.17  7.13  -0.68  0.124
C  1.61  4.75  -4.69  -0.057
H  -1.78  0.64  -4.27  0.060
C  -0.02  -1.10  1.57  -0.201
H  0.34  5.85  1.26  0.119
H  1.09  0.84  2.48  0.080
H  5.55  2.61  3.56  0.123
C  2.93  1.60  1.66  -0.324
C  -0.77  -3.85  0.00  -0.135
H  3.69  -0.99  -6.23  0.117
H  -0.75  -5.52  1.34  0.121
H  5.14  -1.41  -2.78  0.138
H  0.65  6.67  -4.69  0.125
C  0.29  0.78  -5.89  -0.115
C  -2.25  -0.58  3.20  -0.176
As  -0.72  -1.70  -1.91  1.288
H  -3.07  -5.14  2.12  0.120
H  1.82  0.93  4.79  0.116
C  4.18  2.13  2.00  -0.061
H  -2.93  -0.95  -2.96  0.102
H  -6.74  -0.85  7.56  0.112
H  -0.90  -2.94  -6.75  0.119
H  2.35  -0.50  -8.25  0.122
C  2.09  1.18  2.69  -0.096
C  1.26  4.02  0.64  -0.087
C  -0.65  -3.29  -5.76  -0.047
C  -2.42  2.22  0.74  0.008
C  -3.46  -2.82  7.03  -0.022
C  -1.32  1.86  -0.04  -0.129
O  -6.14  -2.75  9.40  -0.048
C  -2.78  1.41  1.80  0.067
H  -3.43  -1.80  -0.50  0.101
H  -3.62  1.65  2.43  0.140
C  -1.61  0.77  -3.20  -0.361
C  -1.51  -2.80  -0.53  -0.358
C  5.08  2.11  -1.14  -0.061
C  -3.02  -1.49  4.97  -0.223
C  -0.92  -0.03  1.26  -0.179
O  2.56  -1.84  -2.07  0.123
C  0.80  -2.81  3.05  0.044
C  -0.45  -2.90  -3.40  -0.345
C  -4.25  -3.11  8.12  0.024
C  2.73  -0.51  -6.14  -0.045
C  1.90  -2.93  2.24  0.002
H  -8.08  -2.26  8.81  0.100
H  0.92  3.47  1.52  0.106
H  4.85  2.51  1.24  0.090
C  -0.52  3.91  -3.12  -0.101
C  2.76  -0.72  -1.67  -0.485
H  -0.64  1.34  -5.84  0.111
N  -0.62  0.75  0.18  -0.081
H  -2.52  -0.13  -1.45  0.046
H  -5.32  -0.35  5.63  0.117
C  -5.45  -2.40  8.32  -0.268
C  -5.02  -1.13  6.33  -0.006
H  -1.52  -2.98  5.13  0.154
H  -3.98  -3.87  8.83  0.132
C  -7.40  -2.11  9.65  -0.041
H  -4.38  -3.26  1.21  0.122
C  4.58  2.20  3.32  -0.037
C  -0.04  -4.22  -3.21  -0.087
H  2.57  6.02  -2.39  0.117
H  -1.37  3.61  -2.52  0.085
C  0.93  5.36  0.50  -0.045
As  0.33  1.13  -3.06  1.242
C  0.48  3.01  -3.48  -0.372
C  1.98  -0.23  -7.27  -0.040
C  4.00  0.04  -1.67  -0.231
P  2.44  1.64  -0.10  1.024
H  4.06  1.80  5.37  0.122
H  0.39  -6.09  -4.16  0.120
C  -5.83  -1.41  7.42  0.011
H  -7.80  -2.60  10.53  0.102
C  1.01  0.46  -4.75  -0.385
H  -2.96  3.12  0.51  0.129

Summary:
F_max   0.009 Eh/bohr
2S+1   2
<S²>   0.763
ΔE to the lowest compared entry with this formula, charge and spin   0.00 kcal per mole
Frontier orbital gap (alpha / beta)   0.200 / 0.130 Eh
Charge   +3
Electronic energy   -212090.5366 eV


# 2
DFT (ωB97M-V/def2-TZVPD) results for 5 unconnected molecules or ions with the total composition C65H52ClINO11P.

Each line ends with the Löwdin charge.
Cartesian coordinates (Å):
C  3.47  9.10  4.98  -0.059
C  -4.58  -4.90  -2.48  -0.051
O  8.41  1.42  -5.63  0.110
C  -3.14  -6.82  -2.35  -0.008
O  0.86  6.78  2.68  0.097
C  0.49  -5.66  -2.07  -0.087
C  -2.03  -5.98  -2.31  -0.087
C  -5.03  3.37  -0.47  -0.441
C  2.52  8.11  6.95  -0.003
C  -2.20  -4.60  -2.37  -0.081
C  -5.23  -7.98  4.47  -0.082
H  -5.58  -4.48  -2.53  0.108
H  -0.96  4.48  7.59  0.119
C  3.41  8.99  6.36  -0.058
C  -0.86  -7.21  1.86  -0.047
H  1.87  -7.27  -1.81  0.120
H  7.88  -3.34  -2.52  0.119
H  -1.53  0.04  -1.52  0.066
N  -5.73  1.91  1.32  0.030
C  10.54  -1.69  -3.82  -0.055
C  0.28  6.92  -2.31  -0.398
C  1.50  6.07  -1.95  -0.070
H  -2.55  1.53  0.06  0.064
H  -0.62  5.29  -3.34  0.140
C  -1.03  -3.68  -2.34  -0.272
H  4.17  9.78  4.52  0.107
C  -2.18  0.81  -1.94  -0.216
C  -4.41  -6.28  -2.43  -0.050
H  10.36  -3.47  -2.63  0.108
C  2.63  8.33  4.18  -0.004
O  -6.59  2.64  1.57  0.100
C  5.58  -0.43  -4.36  -0.081
H  3.65  -1.20  -3.85  0.111
C  5.62  1.59  -5.66  0.000
C  0.83  6.65  3.89  -0.275
H  -8.28  -8.46  5.85  0.107
H  1.43  5.69  -0.93  0.080
H  -2.42  -7.62  0.45  0.107
C  -2.06  6.86  -3.31  -0.053
H  1.28  -2.38  -2.19  0.116
H  -0.88  5.02  2.68  0.059
H  0.94  8.60  -1.12  0.082
H  10.41  0.11  -5.00  0.121
H  -2.89  6.23  -3.62  0.058
H  0.49  -6.82  3.48  0.108
O  0.69  6.28  8.02  0.106
C  1.43  -3.44  -2.10  -0.001
C  -7.52  -8.35  5.08  -0.057
C  1.73  7.45  4.77  -0.082
C  -1.45  5.33  -1.38  -0.214
C  -3.14  -7.66  2.47  -0.077
H  -2.42  3.07  6.16  0.107
H  -2.39  3.35  3.70  0.065
C  6.29  -1.53  -3.63  -0.271
C  -2.23  1.93  -0.91  -0.424
O  -5.27  2.04  -0.07  -0.193
O  -4.84  -8.09  0.88  0.102
O  -3.52  -7.63  6.06  0.107
Cl  -2.64  3.96  1.02  0.356
H  -0.78  4.51  -1.12  0.103
P  -3.29  3.41  -1.10  0.416
H  6.19  2.37  -6.16  0.121
C  -0.95  6.05  -2.63  -0.332
H  -7.14  -8.37  1.71  0.119
C  -6.20  -8.13  5.45  -0.002
H  -1.51  6.01  -0.54  0.100
H  11.62  -1.75  -3.88  0.108
H  -5.10  4.07  0.36  0.055
C  8.45  -2.60  -3.06  -0.002
C  0.32  -4.28  -2.18  -0.081
C  3.52  0.61  -5.02  -0.053
C  -0.08  5.67  4.55  -0.080
H  -1.74  1.11  -2.88  0.044
H  -5.27  -6.93  -2.45  0.111
C  6.30  0.57  -5.02  -0.082
C  7.79  0.55  -5.06  -0.277
C  -4.54  -7.96  2.05  -0.274
C  4.23  1.61  -5.66  -0.054
C  -1.77  3.80  5.71  -0.053
H  2.67  8.41  3.10  0.119
C  -2.16  -7.51  1.49  0.008
C  -2.80  -7.53  3.82  -0.083
H  -0.10  -7.09  1.09  0.104
C  -0.53  -7.06  3.20  -0.053
H  -3.14  0.33  -2.10  0.050
C  7.77  -1.56  -3.70  -0.082
H  -0.81  8.61  -1.42  0.075
C  -6.89  -8.30  2.76  -0.003
C  -1.49  -7.23  4.18  -0.002
C  -3.48  -4.06  -2.46  0.001
O  -2.79  4.82  -1.62  -0.442
H  0.51  7.46  -3.23  0.133
C  -7.87  -8.43  3.74  -0.058
C  8.49  -0.58  -4.39  -0.081
C  -0.91  4.89  3.75  -0.027
C  -0.68  -6.59  -2.16  -0.288
H  -3.00  -7.89  -2.31  0.123
H  -0.10  7.51  -0.24  0.068
H  3.55  -3.32  -1.88  0.091
O  -1.17  -2.48  -2.45  0.095
C  2.69  -3.98  -1.92  -0.048
C  2.86  -5.35  -1.81  -0.049
C  9.87  -0.65  -4.45  -0.001
H  -1.25  -7.12  5.23  0.120
H  2.41  6.66  -2.04  0.078
H  2.44  0.62  -5.02  0.108
I  -4.12  2.93  -3.51  0.521
C  1.68  7.33  6.16  -0.082
C  -3.82  -7.71  4.89  -0.277
C  0.05  7.98  -1.22  -0.065
H  -1.65  7.32  -4.21  0.085
H  -5.71  3.71  -1.25  0.051
H  3.85  -5.77  -1.66  0.109
C  -0.11  5.53  5.93  -0.085
C  1.76  -6.19  -1.89  -0.004
H  -1.23  2.33  -0.74  0.074
C  0.74  6.37  6.82  -0.278
O  5.66  -2.37  -3.02  0.093
H  1.60  5.23  -2.64  0.077
H  -8.90  -8.60  3.45  0.107
H  -5.92  -8.06  6.49  0.120
H  3.71  2.41  -6.16  0.108
C  9.83  -2.66  -3.12  -0.056
H  2.45  8.01  8.03  0.120
C  -0.95  4.59  6.51  -0.003
C  -1.75  3.96  4.33  -0.073
C  4.19  -0.41  -4.36  0.001
H  -2.42  7.67  -2.67  0.081
C  -5.57  -8.08  3.12  -0.082
H  4.06  9.59  6.98  0.107
O  -0.53  -7.79  -2.10  0.100
H  -3.60  -2.99  -2.50  0.118

Summary:
F_max   0.014 Eh/bohr
2S+1   1
Frontier orbital gap   0.290 Eh
SMILES   CCP(Cl)(I)(CON=O)OC[C@@H](C)C(C)C.O=C1c2ccccc2C(=O)c2ccccc21.O=C1c2ccccc2C(=O)c2ccccc21.O=C1c2ccccc2C(=O)c2ccccc21.O=C1c2ccccc2C(=O)c2ccccc21
Electronic energy   -122174.2067 eV